# 1
Formula: C35H34ClNOPdSi2
Source: OMol25
Level of theory: ωB97M-V/def2-TZVPD

Frontier orbital gap (alpha / beta) in eV: 7.018 / 3.288
2S+1: 5
Charge: +2
⟨S²⟩: 6.021
HOMO energy (alpha / beta) in eV: -12.640 / -12.862

Each line ends with the Löwdin spin population.
Element x y z (Å)
1 C 2.557 4.342 -2.288  0.343
2 C 2.871 2.960 -2.275  0.283
3 C 1.685 2.232 -2.658  0.231
4 H 3.853 2.515 -2.120  0.007
5 C 0.623 3.205 -2.829  0.232
6 C 1.180 4.503 -2.578  0.325
7 H 0.657 5.446 -2.726  0.008
8 H 3.277 5.158 -2.183  0.009
9 H 1.592 1.176 -2.877  0.006
10 H -0.382 2.964 -3.162  0.006
11 Pd 0.899 2.743 -0.687  1.336
12 Si 0.052 0.765 0.153  0.345
13 C 1.514 -0.326 0.584  0.067
14 C 1.472 -1.145 1.729  0.020
15 H 0.655 -1.045 2.446  0.001
16 C 2.470 -2.092 1.965  0.004
17 H 2.394 -2.760 2.824  0.000
18 C 3.574 -2.186 1.114  0.019
19 H 4.351 -2.932 1.301  0.001
20 C 3.684 -1.305 0.034  -0.002
21 H 4.574 -1.332 -0.598  0.000
22 C 2.661 -0.384 -0.227  0.027
23 H 2.794 0.305 -1.066  0.004
24 C -0.950 0.216 -1.329  0.119
25 C -0.637 -0.962 -2.021  0.050
26 H 0.186 -1.596 -1.686  0.001
27 C -1.344 -1.322 -3.175  0.012
28 H -1.064 -2.217 -3.732  0.000
29 C -2.396 -0.526 -3.642  0.083
30 H -2.959 -0.814 -4.534  0.004
31 C -2.717 0.650 -2.956  -0.003
32 H -3.523 1.286 -3.328  -0.001
33 C -1.998 1.017 -1.815  0.068
34 H -2.246 1.959 -1.321  0.001
35 H -0.702 1.460 1.252  0.050
36 Si -2.352 -2.730 2.310  0.004
37 C -3.549 -3.319 1.029  0.001
38 C -3.457 -4.622 0.519  0.000
39 H -2.761 -5.337 0.962  0.000
40 C -4.195 -4.987 -0.612  0.000
41 H -4.090 -5.994 -1.022  0.000
42 C -5.030 -4.054 -1.239  0.000
43 H -5.578 -4.328 -2.144  0.000
44 C -5.147 -2.760 -0.715  0.000
45 H -5.791 -2.022 -1.200  0.000
46 C -4.412 -2.396 0.416  0.000
47 H -4.478 -1.367 0.774  0.000
48 C -0.996 -3.991 2.437  0.000
49 C -0.003 -4.181 1.470  0.000
50 H 0.041 -3.537 0.588  0.000
51 C 0.983 -5.166 1.644  0.000
52 H 1.787 -5.274 0.909  0.000
53 C 0.970 -5.993 2.778  0.000
54 H 1.764 -6.733 2.930  0.000
55 C -0.050 -5.843 3.726  0.000
56 H -0.076 -6.500 4.602  0.000
57 C -1.012 -4.838 3.566  0.000
58 H -1.775 -4.696 4.334  0.000
59 H -2.957 -2.504 3.642  0.001
60 Cl -1.956 -0.799 1.677  0.025
61 O -0.735 4.445 -0.386  0.064
62 C -0.126 5.707 -0.028  0.008
63 C 1.233 5.502 0.582  0.017
64 C 1.880 6.572 1.207  0.007
65 C 3.190 6.403 1.614  -0.001
66 C 3.845 5.195 1.350  0.009
67 C 3.122 4.154 0.770  0.023
68 N 1.826 4.303 0.463  0.177
69 H -1.449 4.255 0.247  0.001
70 H -0.776 6.251 0.673  0.001
71 H -0.039 6.284 -0.961  0.002
72 H 1.293 7.488 1.300  0.001
73 H 3.705 7.214 2.121  0.000
74 H 4.894 5.033 1.582  0.001
75 H 3.599 3.205 0.501  0.005

***

# 2
Formula: C35H34ClNOSi2Sn
Source: OMol25
Level of theory: ωB97M-V/def2-TZVPD

Frontier orbital gap in eV: 4.960
Charge: 0
HOMO energy in eV: -5.216

Each line ends with the Mulliken charge.
Element x y z (Å)
1 C 5.012 2.737 -1.324  -0.615
2 C 5.002 1.439 -1.909  -0.572
3 C 3.790 1.277 -2.635  -0.629
4 H 5.816 0.708 -1.871  0.406
5 C 3.042 2.483 -2.533  -0.553
6 C 3.780 3.401 -1.695  -0.537
7 H 3.570 4.469 -1.597  0.527
8 H 5.858 3.199 -0.808  0.481
9 H 3.502 0.401 -3.224  0.496
10 H 2.117 2.706 -3.068  0.514
11 Sn 2.706 1.899 0.220  0.809
12 Si -4.271 -1.091 1.585  0.310
13 C -3.981 -2.877 2.012  0.089
14 C -4.859 -3.544 2.874  -0.628
15 H -5.718 -3.008 3.296  0.337
16 C -4.638 -4.894 3.168  -0.503
17 H -5.343 -5.426 3.810  0.368
18 C -3.522 -5.561 2.642  -0.580
19 H -3.340 -6.616 2.879  0.348
20 C -2.630 -4.883 1.788  -0.674
21 H -1.766 -5.404 1.362  0.454
22 C -2.862 -3.539 1.471  0.083
23 H -2.182 -3.001 0.792  0.685
24 C -5.353 -0.985 0.078  0.552
25 C -5.517 -2.126 -0.725  -0.209
26 H -5.156 -3.100 -0.364  0.316
27 C -6.109 -2.010 -1.987  -0.620
28 H -6.229 -2.899 -2.605  0.372
29 C -6.547 -0.757 -2.443  -0.456
30 H -6.979 -0.664 -3.446  0.361
31 C -6.443 0.369 -1.611  -0.485
32 H -6.830 1.334 -1.947  0.362
33 C -5.848 0.260 -0.348  -0.548
34 H -5.745 1.143 0.301  0.302
35 H -2.969 -0.659 1.101  -0.121
36 Si 0.374 0.264 0.061  -0.254
37 C -0.243 0.595 -1.654  0.899
38 C -0.442 -0.444 -2.582  -0.355
39 H -0.261 -1.483 -2.296  0.382
40 C -0.915 -0.154 -3.870  -0.616
41 H -1.057 -0.961 -4.589  0.378
42 C -1.202 1.159 -4.249  -0.493
43 H -1.598 1.373 -5.246  0.386
44 C -1.018 2.195 -3.325  -0.478
45 H -1.240 3.226 -3.617  0.378
46 C -0.558 1.922 -2.033  -0.649
47 H -0.487 2.750 -1.316  0.253
48 C 0.978 -1.471 0.178  0.539
49 C 2.152 -1.806 -0.523  -0.036
50 H 2.702 -1.038 -1.078  0.206
51 C 2.642 -3.115 -0.494  -0.762
52 H 3.574 -3.375 -1.000  0.400
53 C 1.956 -4.111 0.212  -0.584
54 H 2.309 -5.150 0.220  0.350
55 C 0.798 -3.776 0.934  -0.420
56 H 0.281 -4.551 1.515  0.432
57 C 0.341 -2.450 0.960  -0.810
58 H -0.501 -2.177 1.601  0.801
59 H -4.649 -0.195 2.754  -0.218
60 Cl -0.992 0.649 1.516  -0.393
61 O 2.169 4.157 0.791  -0.372
62 C 3.197 4.979 1.415  -0.620
63 C 4.210 4.100 2.070  0.606
64 C 5.044 4.607 3.074  -0.896
65 C 5.980 3.765 3.671  -0.250
66 C 6.067 2.445 3.221  -0.800
67 C 5.206 1.999 2.219  -0.254
68 N 4.254 2.806 1.683  0.100
69 H 1.449 4.730 0.476  0.245
70 H 3.708 5.599 0.658  0.309
71 H 2.732 5.606 2.194  0.479
72 H 4.940 5.653 3.366  0.423
73 H 6.653 4.134 4.449  0.394
74 H 6.828 1.768 3.610  0.390
75 H 5.257 0.994 1.785  0.471

***

# 3
Formula: C35H34ClO3PRu
Source: OMol25
Level of theory: ωB97M-V/def2-TZVPD

Frontier orbital gap (alpha / beta) in eV: 5.506 / 6.717
2S+1: 2
Charge: +1
⟨S²⟩: 1.055
HOMO energy (alpha / beta) in eV: -9.939 / -9.968

Each line ends with the Löwdin spin population.
Element x y z (Å)
1 Ru -1.067 0.336 0.349  1.392
2 C -1.911 1.530 2.440  -0.112
3 C -0.571 2.014 2.311  -0.006
4 C -0.504 2.806 1.123  -0.139
5 C -1.790 2.794 0.502  -0.030
6 C -2.672 2.034 1.340  -0.120
7 C -4.152 1.928 1.245  -0.018
8 C -2.176 3.648 -0.659  0.001
9 C 0.644 3.664 0.714  -0.023
10 C 0.529 1.886 3.301  0.003
11 C -2.494 0.767 3.576  -0.017
12 H -4.602 2.397 2.122  -0.007
13 H -4.461 0.882 1.235  -0.006
14 H -4.533 2.414 0.352  0.000
15 H -2.163 4.696 -0.355  0.000
16 H -3.175 3.406 -1.009  0.000
17 H -1.475 3.535 -1.485  0.000
18 H 1.262 3.185 -0.049  -0.009
19 H 1.278 3.870 1.573  -0.001
20 H 0.273 4.601 0.303  -0.003
21 H 0.735 2.862 3.746  0.001
22 H 1.437 1.543 2.810  0.000
23 H 0.273 1.187 4.091  0.000
24 H -3.268 1.364 4.060  -0.006
25 H -1.738 0.503 4.308  0.000
26 H -2.965 -0.149 3.218  -0.005
27 Cl -4.525 -6.357 0.425  0.000
28 C -4.081 -4.696 0.438  0.000
29 C -5.063 -3.706 0.275  0.000
30 C -4.696 -2.394 0.187  0.000
31 C -3.333 -1.975 0.285  0.000
32 O -3.033 -0.760 0.079  0.006
33 C -2.371 -2.995 0.626  0.000
34 C -1.052 -2.677 1.092  0.002
35 O -0.639 -1.592 1.501  0.006
36 C -2.762 -4.338 0.621  0.001
37 H -6.102 -3.990 0.213  0.000
38 H -5.434 -1.621 0.044  0.000
39 H -0.370 -3.545 1.142  0.000
40 H -2.015 -5.091 0.809  0.000
41 O 1.270 0.372 0.524  0.035
42 P 1.999 -0.045 -0.711  0.005
43 C 1.342 0.905 -2.132  0.003
44 C -0.030 0.801 -2.370  0.026
45 C -0.621 1.529 -3.389  0.004
46 C 0.146 2.393 -4.157  0.000
47 C 1.503 2.514 -3.910  0.001
48 C 2.106 1.765 -2.912  0.000
49 C 1.717 -1.820 -1.007  0.000
50 C 1.010 -2.352 -2.076  0.000
51 C 0.765 -3.717 -2.122  0.000
52 C 1.252 -4.544 -1.123  0.000
53 C 1.960 -4.011 -0.055  0.000
54 C 2.191 -2.649 0.004  0.000
55 C 3.770 0.197 -0.432  0.002
56 C 4.138 0.476 0.880  0.000
57 C 5.473 0.594 1.217  0.000
58 C 6.441 0.441 0.239  0.000
59 C 6.076 0.172 -1.072  0.000
60 C 4.741 0.034 -1.412  0.000
61 H -0.652 0.085 -1.787  0.012
62 H -1.675 1.419 -3.590  0.000
63 H -0.315 2.967 -4.946  0.000
64 H 2.096 3.200 -4.496  0.000
65 H 3.169 1.855 -2.742  0.000
66 H 0.678 -1.716 -2.883  0.000
67 H 0.195 -4.133 -2.939  0.000
68 H 1.093 -5.610 -1.183  0.000
69 H 2.315 -4.653 0.738  0.000
70 H 2.716 -2.205 0.838  0.000
71 H 3.362 0.590 1.622  0.000
72 H 5.756 0.798 2.239  0.000
73 H 7.485 0.523 0.501  0.000
74 H 6.839 0.063 -1.829  0.000
75 H 4.455 -0.204 -2.426  0.000

***

# 4
Formula: C35H34F5N2O3RbS2Si
Source: OMol25
Level of theory: ωB97M-V/def2-TZVPD

Frontier orbital gap in eV: 3.256
Charge: -2
HOMO energy in eV: 0.042

Each line ends with the Mulliken charge.
Element x y z (Å)
1 Rb -1.104 0.757 -3.019  0.682
2 C 0.981 0.673 0.089  0.107
3 Si 2.029 0.546 1.568  0.001
4 C 1.007 1.209 3.169  -1.115
5 N -0.294 0.644 3.202  0.178
6 C -1.365 1.300 2.480  -0.375
7 C -2.642 0.567 2.503  -0.949
8 C -2.562 -0.880 2.087  0.152
9 C -1.221 -1.568 2.471  0.084
10 C -0.409 -0.810 3.463  -0.915
11 C 2.817 -1.119 1.968  0.067
12 C 3.647 -1.340 3.043  -0.003
13 C 4.278 -2.586 3.186  -0.549
14 C 4.031 -3.602 2.280  -0.349
15 C 3.225 -3.366 1.231  -0.738
16 C 2.597 -2.135 1.058  -0.394
17 C 3.518 1.653 1.437  0.697
18 C 3.580 2.958 1.922  -0.672
19 C 4.536 3.784 1.430  -0.325
20 C 5.436 3.375 0.446  -0.550
21 C 5.557 2.041 0.235  -0.557
22 C 4.599 1.185 0.710  -0.345
23 H 0.089 0.030 -0.165  -0.023
24 H 1.447 1.262 -0.778  -0.409
25 H 1.013 2.274 3.105  0.522
26 H 1.631 0.950 4.033  0.222
27 H -1.013 1.459 1.438  0.167
28 H -1.450 2.299 2.923  0.272
29 H -3.286 1.153 1.822  0.433
30 H -3.056 0.762 3.491  0.333
31 H -2.709 -0.921 1.001  -0.361
32 H -3.466 -1.415 2.548  0.262
33 H -0.728 -1.800 1.520  -0.271
34 H -1.461 -2.532 2.961  0.415
35 H 0.597 -1.235 3.607  0.420
36 H -0.960 -0.855 4.442  0.328
37 H 3.995 -0.576 3.740  0.258
38 H 4.879 -2.828 4.055  0.320
39 H 4.525 -4.567 2.415  0.320
40 H 2.900 -4.079 0.484  0.383
41 H 1.935 -1.888 0.287  0.809
42 H 2.763 3.441 2.514  0.132
43 H 4.640 4.842 1.724  0.328
44 H 5.974 4.138 -0.126  0.301
45 H 6.312 1.599 -0.429  0.298
46 H 4.728 0.129 0.567  0.286
47 S 2.628 3.395 -2.604  -0.305
48 C 1.187 4.233 -2.363  0.218
49 N 1.030 5.427 -1.707  -0.201
50 C 0.041 6.303 -2.398  -0.600
51 C -1.065 5.333 -2.941  -0.453
52 S -0.216 3.881 -3.395  -0.145
53 H 1.778 5.697 -1.101  0.250
54 H 0.574 6.761 -3.311  0.223
55 H -0.274 7.124 -1.720  0.330
56 H -1.591 5.620 -3.835  0.369
57 H -1.672 5.088 -2.066  0.257
58 F -3.746 0.525 -5.129  -0.276
59 C -4.502 0.513 -4.018  0.842
60 C -3.904 0.405 -2.746  -1.113
61 C -4.751 0.267 -1.638  0.004
62 F -4.163 -0.086 -0.473  0.035
63 C -6.141 0.308 -1.772  -0.211
64 F -6.923 -0.147 -0.758  -0.329
65 C -6.694 0.594 -3.050  0.486
66 F -8.016 0.844 -3.159  -0.340
67 C -5.862 0.689 -4.157  0.283
68 F -6.371 1.089 -5.359  -0.355
69 O 1.197 -4.195 -2.830  -0.409
70 C 0.047 -4.641 -2.143  0.509
71 C -0.155 -5.987 -1.838  -0.656
72 C -1.249 -6.460 -1.162  -0.554
73 C -2.209 -5.550 -0.703  -0.728
74 C -2.049 -4.203 -0.961  -0.157
75 C -0.935 -3.680 -1.635  0.314
76 C -0.904 -2.230 -2.023  1.045
77 O -0.072 -1.836 -2.892  -0.972
78 O -1.729 -1.449 -1.458  -0.721
79 H 1.753 -4.968 -2.950  0.261
80 H 0.668 -6.701 -2.031  0.148
81 H -1.370 -7.497 -0.885  0.355
82 H -3.090 -5.943 -0.215  0.378
83 H -2.787 -3.452 -0.711  0.341